C33H83N5O8 | the ωB97M-V functional and the def2-TZVPD basis

Results
Multiplicity: 1
SMILES string: CC1(C)CCCC(C)(C)N1O.CC1(C)CCCC(C)(C)N1O.COC[C@H](C)N.COC[C@H](C)N.COC[C@H](C)N.CO.CO.CO
Molar mass in g mol⁻¹: 678.054
LUMO level in eV: 0.476

Bonds (Å) are listed after each position.
Atoms and positions in Å:
1 C 2.648 1.804 -5.594  C2 1.534, H12 1.090, H13 1.090, H14 1.090
2 C 1.143 2.055 -5.751  C1 1.534, C3 1.520, N7 1.466, C11 1.561
3 C 0.631 1.072 -6.791  C2 1.520, C4 1.487, H15 1.090, H16 1.090
4 C -0.836 0.906 -6.969  C3 1.487, C5 1.551, H17 1.090, H18 1.090
5 C -1.529 0.601 -5.616  C4 1.551, C6 1.583, H19 1.090, H20 1.090
6 C -1.103 1.610 -4.472  C5 1.583, N7 1.546, C9 1.572, C10 1.535
7 N 0.437 1.746 -4.505  C2 1.466, C6 1.546, O8 1.366
8 O 0.961 2.375 -3.412  N7 1.366, H30 0.960
9 C -1.848 2.990 -4.577  C6 1.572, H21 1.090, H22 1.090, H23 1.090
10 C -1.434 0.918 -3.142  C6 1.535, H24 1.090, H25 1.090, H26 1.090
11 C 0.923 3.515 -6.259  C2 1.561, H27 1.090, H28 1.090, H29 1.090
12 H 2.757 0.843 -5.091  C1 1.090
13 H 3.089 2.547 -4.929  C1 1.090
14 H 3.085 1.937 -6.584  C1 1.090
15 H 1.139 1.315 -7.725  C3 1.090
16 H 1.026 0.098 -6.503  C3 1.090
17 H -0.973 0.183 -7.773  C4 1.090
18 H -1.205 1.879 -7.295  C4 1.090
19 H -1.191 -0.397 -5.337  C5 1.090
20 H -2.610 0.675 -5.731  C5 1.090
21 H -1.570 3.374 -5.558  C9 1.090
22 H -2.934 2.975 -4.482  C9 1.090
23 H -1.422 3.751 -3.923  C9 1.090
24 H -0.785 0.043 -3.128  C10 1.090
25 H -1.200 1.566 -2.298  C10 1.090
26 H -2.452 0.533 -3.085  C10 1.090
27 H 1.050 4.308 -5.522  C11 1.090
28 H 0.005 3.789 -6.779  C11 1.090
29 H 1.688 3.743 -7.002  C11 1.090
30 H 1.202 1.616 -2.876  O8 0.960
31 C 1.872 -3.824 2.350  C32 1.492, H42 1.090, H43 1.090, H44 1.090
32 C 0.390 -3.993 2.408  C31 1.492, C33 1.576, N37 1.480, C41 1.520
33 C 0.071 -5.476 2.837  C32 1.576, C34 1.580, H45 1.090, H46 1.090
34 C 0.201 -5.660 4.400  C33 1.580, C35 1.534, H47 1.090, H48 1.090
35 C -0.561 -4.531 5.106  C34 1.534, C36 1.534, H49 1.090, H50 1.090
36 C -0.311 -3.058 4.761  C35 1.534, N37 1.483, C39 1.530, C40 1.579
37 N -0.259 -2.988 3.280  C32 1.480, C36 1.483, O38 1.391
38 O -0.211 -1.676 2.819  N37 1.391, H60 0.960
39 C -1.485 -2.236 5.294  C36 1.530, H51 1.090, H52 1.090, H53 1.090
40 C 1.050 -2.583 5.407  C36 1.579, H54 1.090, H55 1.090, H56 1.090
41 C -0.146 -3.839 0.994  C32 1.520, H57 1.090, H58 1.090, H59 1.090
42 H 2.233 -2.813 2.160  C31 1.090
43 H 2.407 -4.411 1.603  C31 1.090
44 H 2.311 -4.000 3.331  C31 1.090
45 H -0.937 -5.738 2.515  C33 1.090
46 H 0.680 -6.220 2.324  C33 1.090
47 H 1.249 -5.572 4.684  C34 1.090
48 H -0.225 -6.622 4.685  C34 1.090
49 H -0.359 -4.621 6.174  C35 1.090
50 H -1.631 -4.700 4.985  C35 1.090
51 H -1.704 -2.376 6.352  C39 1.090
52 H -1.272 -1.171 5.202  C39 1.090
53 H -2.386 -2.412 4.705  C39 1.090
54 H 1.063 -2.498 6.493  C40 1.090
55 H 1.827 -3.306 5.157  C40 1.090
56 H 1.378 -1.635 4.981  C40 1.090
57 H -1.211 -3.617 0.932  C41 1.090
58 H 0.053 -4.780 0.480  C41 1.090
59 H 0.311 -3.036 0.417  C41 1.090
60 H -1.069 -1.517 2.420  O38 0.960
61 C -2.733 1.988 4.204  C62 1.565, H67 1.090, H68 1.090, H69 1.090
62 C -3.293 2.562 2.860  C61 1.565, C63 1.518, N66 1.472, H70 1.090
63 C -3.337 4.077 2.953  C62 1.518, O64 1.443, H71 1.090, H72 1.090
64 O -4.191 4.495 4.039  C63 1.443, C65 1.425
65 C -4.114 5.888 4.329  O64 1.425, H73 1.090, H74 1.090, H75 1.090
66 N -2.441 2.133 1.738  C62 1.472, H76 1.010, H77 1.010
67 H -2.794 0.899 4.209  C61 1.090
68 H -3.352 2.252 5.061  C61 1.090
69 H -1.764 2.460 4.364  C61 1.090
70 H -4.259 2.068 2.760  C62 1.090
71 H -3.695 4.444 1.991  C63 1.090
72 H -2.346 4.519 3.053  C63 1.090
73 H -4.540 6.158 5.295  C65 1.090
74 H -4.578 6.524 3.576  C65 1.090
75 H -3.091 6.256 4.409  C65 1.090
76 H -2.461 2.667 0.880  N66 1.010
77 H -1.515 2.393 2.045  N66 1.010
78 C 2.382 2.223 5.281  C79 1.538, H84 1.090, H85 1.090, H86 1.090
79 C 1.438 1.878 4.117  C78 1.538, C80 1.499, N83 1.459, H87 1.090
80 C 1.229 3.004 3.150  C79 1.499, O81 1.433, H88 1.090, H89 1.090
81 O 0.330 2.738 2.066  C80 1.433, C82 1.456
82 C 0.356 3.926 1.226  O81 1.456, H90 1.090, H91 1.090, H92 1.090
83 N 2.020 0.776 3.358  C79 1.459, H93 1.010, H94 1.010
84 H 3.344 2.576 4.912  C78 1.090
85 H 2.704 1.312 5.786  C78 1.090
86 H 1.991 2.810 6.112  C78 1.090
87 H 0.486 1.623 4.583  C79 1.090
88 H 2.202 3.290 2.749  C80 1.090
89 H 0.855 3.855 3.719  C80 1.090
90 H -0.061 3.765 0.232  C82 1.090
91 H 1.403 4.179 1.062  C82 1.090
92 H -0.115 4.767 1.735  C82 1.090
93 H 1.652 -0.079 3.750  N83 1.010
94 H 1.552 0.750 2.463  N83 1.010
95 C 1.490 -1.686 -4.163  C96 1.508, H101 1.090, H102 1.090, H103 1.090
96 C 0.747 -2.675 -3.302  C95 1.508, C97 1.518, N100 1.450, H104 1.090
97 C 1.045 -4.147 -3.519  C96 1.518, O98 1.415, H105 1.090, H106 1.090
98 O 0.814 -4.583 -4.845  C97 1.415, C99 1.427
99 C 0.941 -6.003 -4.911  O98 1.427, H107 1.090, H108 1.090, H109 1.090
100 N 1.163 -2.353 -1.951  C96 1.450, H110 1.010, H111 1.010
101 H 1.632 -2.108 -5.158  C95 1.090
102 H 2.539 -1.597 -3.878  C95 1.090
103 H 1.133 -0.658 -4.233  C95 1.090
104 H -0.334 -2.550 -3.355  C96 1.090
105 H 0.561 -4.657 -2.686  C97 1.090
106 H 2.116 -4.279 -3.362  C97 1.090
107 H 0.681 -6.395 -5.894  C99 1.090
108 H 0.156 -6.431 -4.289  C99 1.090
109 H 1.968 -6.321 -4.734  C99 1.090
110 H 0.541 -2.757 -1.266  N100 1.010
111 H 1.116 -1.360 -1.776  N100 1.010
112 C -3.190 -0.920 0.499  O113 1.400, H114 1.090, H115 1.090, H116 1.090
113 O -2.724 -0.808 1.814  C112 1.400, H117 0.960
114 H -2.943 -0.061 -0.125  C112 1.090
115 H -2.659 -1.744 0.022  C112 1.090
116 H -4.270 -1.053 0.453  C112 1.090
117 H -2.455 0.105 1.942  O113 0.960
118 C 4.009 2.268 -1.270  O119 1.376, H120 1.090, H121 1.090, H122 1.090
119 O 3.279 2.312 -0.104  C118 1.376, H123 0.960
120 H 4.791 1.524 -1.420  C118 1.090
121 H 3.395 1.988 -2.126  C118 1.090
122 H 4.511 3.220 -1.441  C118 1.090
123 H 3.752 2.234 0.728  O119 0.960
124 C 0.541 0.344 0.145  O125 1.457, H126 1.090, H127 1.090, H128 1.090
125 O 1.463 0.495 -0.973  C124 1.457, H129 0.960
126 H 0.081 -0.638 0.029  C124 1.090
127 H 1.083 0.282 1.089  C124 1.090
128 H -0.238 1.106 0.185  C124 1.090
129 H 1.984 1.266 -0.736  O125 0.960

Mulliken population analysis, charges in e, atoms 1 to 2: -1.748 1.404